Formula: C27H23N3O3SV
Source: OMol25
Level of theory: ωB97M-V with the def2-TZVPD basis set

The geometry in XYZ format:
```
58
Properties=species:S:1:pos:R:3:forces:R:3:lowdin_charge:R:1
C 3.84474 -1.80425 -1.32344 0.010 0.020 0.027 -0.21
C -1.35484 -0.88127 1.53958 -0.005 -0.004 0.009 -0.08
C 0.28494 4.18056 5.21960 0.000 0.004 0.003 -0.08
H 0.46669 4.78798 6.09631 0.000 0.000 0.000 0.11
C -2.04391 0.27119 -2.52360 0.048 -0.001 0.013 -0.45
C -5.39355 0.20086 -4.26584 -0.007 0.002 -0.001 -0.09
S -0.52739 1.67405 1.51587 -0.017 0.065 -0.026 1.06
C 5.61612 -1.62868 0.23173 0.005 -0.002 -0.002 -0.09
C 2.68294 -2.89111 -3.59781 -0.005 -0.017 -0.021 -0.07
C -4.22844 1.34514 -2.02503 0.011 -0.003 0.002 -0.03
H -3.75592 1.78607 -1.15798 -0.001 0.001 0.000 0.11
H -3.46259 -0.68082 -4.61738 0.001 0.000 0.000 0.10
H 2.21435 -3.31332 -4.47905 0.000 0.002 0.001 0.11
C -4.06164 -0.04608 -3.97956 0.006 -0.001 0.002 -0.03
O 4.33405 -1.22370 -0.19047 -0.006 -0.005 -0.010 -0.07
C 0.40224 -1.73303 3.52425 0.007 0.011 0.006 -0.06
C 4.51978 -2.74498 -2.06939 -0.009 -0.001 -0.008 -0.03
C -0.17564 2.62716 2.98739 0.030 -0.028 0.011 -0.40
C 1.97844 -1.92020 -2.86146 0.022 0.010 0.022 -0.14
H -6.14636 2.23111 -1.66433 0.001 0.001 0.000 0.10
H -1.44765 3.22297 6.05525 0.000 0.000 0.000 0.11
H 1.95458 4.97434 4.13327 -0.001 0.002 0.002 0.11
H -2.01408 -0.53306 0.75221 0.007 -0.005 0.004 0.10
H -1.95536 -2.93193 1.40093 0.000 -0.001 0.001 0.11
C 2.54553 -1.35974 -1.69905 0.011 -0.024 -0.029 -0.27
H -1.86238 1.82963 4.05829 -0.001 0.001 0.001 0.12
H -7.18943 1.21062 -3.66018 0.000 0.000 0.000 0.10
O -1.56697 0.84121 -1.45036 -0.032 0.055 0.067 -0.21
H 5.82960 -1.06702 1.13772 0.001 0.000 0.001 0.09
C 1.12096 4.28493 4.11995 0.000 -0.003 -0.004 -0.07
C -6.14816 1.01926 -3.43379 0.007 0.000 0.004 -0.10
N -1.36325 -0.51430 -3.30330 -0.040 -0.027 -0.054 0.08
C -0.79215 3.30100 5.19817 0.004 -0.005 -0.004 -0.07
N 0.70765 1.83656 0.51576 0.001 0.024 0.042 -0.40
H 1.52053 3.59137 2.11450 0.000 0.003 0.001 0.10
C -0.51502 0.01742 2.18451 -0.029 0.003 -0.018 -0.39
O 1.94799 -0.47710 -0.93647 0.053 0.025 0.071 -0.19
H 0.19965 -2.18511 -4.10082 0.003 -0.002 0.003 0.13
H 6.37836 -1.40132 -0.51977 -0.001 0.002 0.000 0.09
H 1.08709 -2.07019 4.29095 0.000 0.000 0.000 0.11
C 0.64686 -1.57682 -3.31522 -0.042 0.006 -0.031 -0.06
H 5.64644 -2.69941 0.45615 -0.002 0.001 0.002 0.09
H -0.39880 -3.68797 3.16512 -0.001 0.000 -0.001 0.11
H -5.84758 -0.24567 -5.14126 0.002 -0.001 -0.001 0.10
C -5.56294 1.59096 -2.31389 -0.009 0.000 -0.004 -0.09
H 1.58270 1.55718 0.96199 -0.005 -0.026 -0.001 0.03
C -1.31054 -2.22069 1.89931 0.000 -0.003 0.002 -0.06
V 0.40863 0.64371 -1.25461 -0.016 -0.059 -0.090 0.89
C 3.93425 -3.29618 -3.21774 0.008 0.002 0.007 -0.10
H 1.02011 0.32076 3.66003 0.003 -0.002 0.002 0.12
H 4.47398 -4.03764 -3.79072 -0.002 0.000 -0.003 0.10
C 0.89088 3.50804 2.99038 -0.006 -0.003 0.002 -0.08
C -3.47041 0.52566 -2.85467 -0.043 -0.001 -0.012 -0.15
C 0.36844 -0.39392 3.17283 0.000 -0.001 -0.001 -0.07
C -1.02925 2.52178 4.07933 -0.002 -0.004 0.000 -0.09
N -0.05613 -0.62207 -2.82820 0.040 -0.011 0.012 -0.10
H 5.50680 -3.07155 -1.77453 0.002 0.002 0.004 0.10
C -0.43498 -2.64242 2.88855 -0.001 -0.005 -0.005 -0.07
```
Forces are in eV/Å.

- max |F| (eV/A) = 0.11
- Kohn-Sham gap (alpha / beta) (eV) = 7.24 / 7.67
- HOMO (alpha / beta) (eV) = -6.85 / -7.32
- spin multiplicity = 4
- relative energy (zero: lowest compared OMol25 entry of this formula, charge and spin) (kcal per mole) = 0.0
- expectation value of S² = 3.761
- molar mass (g mol⁻¹) = 520.51